The following is a quantum chemistry calculation of a structure of composition C26H24N2P2S3V at a distorted geometry, from the Open Molecules 2025 dataset.

Properties
orbital gap: 6.4 eV
lowest unoccupied orbital energy: -10.967 eV
energy: -3935.03799 Eh

```
! wB97M-V def2-TZVPD RIJCOSX def2/J DEFGRID3
* xyz 3 1
V 0.234 -2.546 -0.025
S 2.375 -2.479 -0.434
P 1.760 -0.469 -0.569
C -0.010 -0.768 -0.377
P -0.885 -0.530 1.191
S -0.247 -2.296 2.118
C -0.472 0.908 2.115
C -0.874 2.128 1.554
C -0.703 3.283 2.294
C -0.151 3.211 3.573
C 0.241 1.996 4.118
C 0.086 0.827 3.389
C -2.616 -0.647 0.823
C -3.490 -1.018 1.849
C -4.853 -1.031 1.608
C -5.343 -0.659 0.359
C -4.476 -0.271 -0.656
C -3.106 -0.265 -0.431
C 2.508 0.432 0.744
C 3.035 -0.224 1.859
C 3.619 0.526 2.864
C 3.658 1.912 2.758
C 3.121 2.562 1.651
C 2.547 1.826 0.626
C 2.092 0.174 -2.167
C 1.081 0.789 -2.909
C 1.404 1.370 -4.125
C 2.714 1.325 -4.588
C 3.715 0.708 -3.843
C 3.413 0.132 -2.622
H -1.330 2.177 0.570
H -1.011 4.237 1.886
H -0.036 4.118 4.154
H 0.660 1.956 5.115
H 0.392 -0.122 3.812
H -3.117 -1.295 2.829
H -5.537 -1.323 2.395
H -6.411 -0.665 0.180
H -4.872 0.044 -1.615
H -2.431 0.070 -1.211
H 3.014 -1.303 1.935
H 4.059 0.033 3.721
H 4.127 2.493 3.543
H 3.174 3.640 1.575
H 2.162 2.328 -0.254
H 0.064 0.827 -2.538
H 0.639 1.862 -4.712
H 2.960 1.780 -5.539
H 4.731 0.681 -4.215
H 4.199 -0.332 -2.035
N -2.088 -5.125 -3.105
C -1.758 -4.020 -2.484
N -2.141 -2.835 -2.905
S -0.777 -4.248 -1.032
H -2.657 -5.124 -3.942
H -1.774 -6.024 -2.767
H -2.710 -2.723 -3.733
H -1.910 -2.012 -2.374
*
```

Mulliken atomic charge list, values in e, 8 entries: V -0.83; S -0.27; P 1.30; C 0.38; P 0.95; S -0.25; C 1.14; C -0.58


The following is a quantum chemistry calculation of a structure of composition C26H24N3OSSiTi at a distorted geometry, from the Open Molecules 2025 dataset.

Properties
orbital gap (spin up / spin down): 5.7 / 5.4 eV
lowest unoccupied orbital energy (spin up / spin down): 2.859 / 2.859 eV
relative energy (zero: lowest compared OMol25 entry of this formula, charge and spin): 125.8 kJ/mol
energy: -2781.90450 Eh

```
! wB97M-V def2-TZVPD RIJCOSX def2/J DEFGRID3
* xyz -1 1
Ti -0.382 1.140 -0.630
C 1.884 2.042 2.738
C 2.976 1.219 2.503
C 2.821 -0.159 2.489
C 1.571 -0.716 2.714
C 0.473 0.106 2.936
C 0.628 1.487 2.947
H 2.002 3.117 2.731
H 3.951 1.654 2.320
H 3.665 -0.804 2.284
H 1.453 -1.791 2.692
H -0.505 -0.329 3.101
H -0.231 2.126 3.110
N 2.952 3.229 -1.498
C 1.622 2.958 -1.277
S 0.730 2.171 -2.572
N 1.153 3.323 -0.111
N -0.150 2.909 0.078
C -0.984 3.629 0.780
C -2.349 3.212 0.926
C -3.269 4.124 1.484
C -4.622 3.885 1.538
C -5.141 2.695 1.024
C -4.273 1.755 0.510
C -2.893 1.972 0.488
O -2.112 0.985 0.025
H 3.362 2.681 -2.236
H 3.504 3.285 -0.655
H -0.646 4.570 1.207
H -2.882 5.068 1.853
H -5.281 4.633 1.962
H -6.206 2.504 1.029
H -4.634 0.809 0.125
C -1.542 -2.661 -4.746
C -0.179 -2.482 -4.924
C 0.603 -2.002 -3.883
C 0.053 -1.683 -2.640
C -1.325 -1.857 -2.494
C -2.116 -2.345 -3.524
Si 1.100 -1.013 -1.183
C 1.400 -2.583 -0.137
C 0.332 -3.237 0.484
C 0.520 -4.354 1.282
C 1.802 -4.843 1.499
C 2.878 -4.212 0.896
C 2.672 -3.104 0.084
H -2.155 -3.036 -5.558
H 0.278 -2.716 -5.878
H 1.667 -1.867 -4.040
H -1.804 -1.587 -1.554
H -3.182 -2.465 -3.373
H 2.453 -0.827 -1.822
H -0.675 -2.857 0.348
H -0.333 -4.833 1.748
H 1.957 -5.710 2.130
H 3.883 -4.588 1.052
H 3.527 -2.627 -0.383
*
```

Mulliken atomic charge list, values in e, 8 entries: Ti 0.48; C -0.38; C -0.48; C -0.43; C -0.24; C -0.45; C -0.13; H 0.25